# 1
C39H50N4O4SSb2Sc as an isolated structure, computed with ωB97M-V/def2-TZVPD.

Summary:
Total charge: +1
Electronic energy in Ha: -3675.486287
Multiplicity: 1
HOMO energy in eV: -10.16
LUMO level in eV: -3.0
HOMO-LUMO gap in eV: 7.156
Energy relative to the best compared isomer or geometry (same formula, charge and spin) in eV: 0.995

Last column: Löwdin charge in e.
Element x y z (Å)
1 Sb -2.10 -0.04 -1.50  1.3822
2 Sb 0.82 -2.20 -2.18  1.3673
3 Sc 0.90 -0.17 0.15  0.5971
4 S 3.07 0.32 -1.21  0.6324
5 O 1.83 -1.78 0.94  -0.1322
6 O -0.33 -1.89 0.66  -0.1680
7 O -1.48 -4.16 1.66  0.0807
8 O 0.39 1.73 -0.58  -0.1683
9 N 3.54 1.21 1.36  0.0233
10 N 5.17 1.53 -0.17  -0.0205
11 N 2.27 0.80 1.63  -0.0560
12 N -0.31 0.39 2.15  0.0714
13 C 0.69 -3.38 2.29  -0.0672
14 C -0.39 -5.13 3.56  -0.0114
15 C -1.73 4.49 -2.49  -0.0240
16 C 0.57 0.30 3.16  -0.2325
17 C 0.20 -0.16 4.41  0.0090
18 C -1.12 -0.51 4.64  -0.0232
19 C -3.90 1.13 -1.57  -0.3082
20 C -2.91 4.87 -0.31  -0.0082
21 C -2.72 -2.03 -3.78  -0.3092
22 C -1.79 4.40 -0.98  -0.1988
23 C -0.42 -4.22 2.50  -0.2485
24 C -3.12 -1.57 -6.14  -0.0789
25 C 0.09 2.86 -0.94  -0.1521
26 C -1.59 0.10 2.40  -0.1082
27 C 6.06 2.16 0.81  -0.2356
28 C -2.00 -2.31 -6.48  -0.0777
29 C -0.73 -3.44 -3.08  -0.2856
30 C 1.80 -3.49 3.13  -0.0045
31 C -3.06 4.75 1.07  -0.2365
32 C -1.33 0.68 -3.37  -0.2867
33 C -1.97 4.30 1.81  0.0086
34 C 2.12 -2.21 -3.87  -0.2995
35 C 2.88 1.12 3.97  -0.0043
36 C 0.71 -2.34 1.24  -0.5869
37 C 1.69 -3.93 -1.27  -0.2644
38 C -3.48 -1.44 -4.80  -0.0642
39 C -2.05 -0.35 3.62  -0.0265
40 C -3.12 -1.79 -2.35  -0.2818
41 C -1.59 -2.78 -4.12  -0.2902
42 C 6.77 1.15 1.71  -0.0877
43 C -1.25 -2.90 -5.47  -0.0514
44 C 3.94 1.06 0.11  -0.7630
45 C -4.36 5.12 1.73  -0.0328
46 C 0.43 3.58 2.01  -0.0118
47 C 1.95 0.73 2.87  -0.2778
48 C -0.82 3.83 1.19  -0.1843
49 C -0.78 3.77 -0.21  -0.0980
50 C 1.82 -4.38 4.18  -0.0690
51 C 0.71 -5.20 4.40  -0.0599
52 H -0.85 -0.15 -3.90  -0.0045
53 H -1.31 -3.83 -2.24  0.0598
54 H -1.71 -2.42 -7.51  0.1058
55 H 1.84 -4.68 -2.04  0.0176
56 H 2.65 -2.85 2.93  0.1249
57 H 1.68 -1.65 -4.70  0.0091
58 H -0.16 -4.26 -3.52  0.0656
59 H 2.68 -4.45 4.83  0.1080
60 H 3.38 0.23 4.39  0.1014
61 H -2.44 5.24 -2.84  0.0870
62 H -1.99 3.54 -2.96  0.0722
63 H 5.45 2.83 1.41  0.1026
64 H 2.34 1.62 4.77  0.0881
65 H -2.13 -4.82 1.91  0.1128
66 H -3.72 -1.10 -6.91  0.1058
67 H -2.15 1.04 -3.99  0.0186
68 H -1.25 -5.78 3.72  0.1210
69 H -0.37 -3.50 -5.74  0.1138
70 H -3.71 2.18 -1.34  -0.0170
71 H -2.27 0.23 1.57  0.0821
72 H -2.90 -2.64 -1.70  0.0467
73 H -3.71 5.33 -0.90  0.1312
74 H -2.02 4.31 2.90  0.1280
75 H 2.65 -3.67 -0.81  0.0239
76 H 3.65 1.77 3.57  0.0713
77 H 6.78 2.75 0.25  0.1140
78 H -5.16 4.46 1.37  0.0888
79 H -0.59 1.47 -3.21  -0.0067
80 H 0.45 3.17 -1.92  0.1415
81 H 0.19 3.13 2.97  0.0853
82 H 2.29 -3.24 -4.18  0.0146
83 H 5.52 1.31 -1.08  0.1116
84 H 1.15 2.96 1.48  0.0592
85 H 1.02 -4.32 -0.50  0.0145
86 H 6.03 0.55 2.25  0.0596
87 H -3.09 -0.58 3.76  0.1162
88 H -4.65 6.14 1.48  0.0904
89 H 0.70 -5.91 5.22  0.1139
90 H -0.74 4.79 -2.84  0.0901
91 H -4.30 5.03 2.81  0.0798
92 H 0.90 4.55 2.20  0.1043
93 H 0.94 -0.26 5.20  0.1227
94 H -4.34 1.04 -2.56  0.0087
95 H 3.07 -1.75 -3.59  -0.0101
96 H -4.36 -0.87 -4.53  0.1120
97 H -4.60 0.74 -0.83  0.0080
98 H 7.39 1.68 2.44  0.0754
99 H -1.43 -0.90 5.61  0.1204
100 H 7.41 0.49 1.12  0.0749
101 H -4.18 -1.55 -2.28  0.0585

# 2
C46H40ClF17I2NO11PSi2 as an isolated structure, computed with ωB97M-V/def2-TZVPD.

Summary:
Electronic energy in Ha: -6332.860280
Multiplicity: 1
HOMO energy in eV: -8.43
LUMO level in eV: -1.9
HOMO-LUMO gap in eV: 6.558

Last column: Löwdin charge in e.
Element x y z (Å)
1 I -0.39 -7.13 -1.80  0.8585
2 I -5.04 -1.18 -5.95  0.5350
3 Cl -0.79 -1.70 -9.35  0.5997
4 P 0.08 -3.84 -4.26  0.6387
5 Si -3.20 -2.76 -6.42  0.0849
6 Si -2.15 -3.79 -3.91  0.4019
7 F 0.54 0.91 -1.00  0.1429
8 F 3.98 2.55 0.48  0.1491
9 F -2.21 0.99 1.75  0.1309
10 F 3.12 1.79 -1.41  0.1633
11 F -0.87 3.27 1.17  0.1353
12 F -2.39 0.79 -1.82  0.1483
13 F -4.00 -1.06 0.76  0.1280
14 F -4.60 -0.35 -2.68  0.0430
15 F 1.75 2.88 1.67  0.1200
16 F -5.74 -1.56 -1.23  0.0892
17 F 1.51 3.60 -0.40  0.1607
18 F -1.71 -0.62 -0.27  0.1174
19 F 0.42 0.63 1.21  0.1576
20 F -3.27 2.49 0.49  0.1433
21 F -1.07 3.02 -1.02  0.1505
22 F -5.00 0.67 -0.16  0.1523
23 F 3.08 0.54 0.45  0.1589
24 O 4.41 7.88 7.89  0.1041
25 O 1.89 -3.97 2.78  0.1048
26 O -3.08 -3.98 -5.30  -0.3783
27 O -1.04 -5.64 1.66  0.0703
28 O 1.65 4.21 7.83  0.0876
29 O 2.63 0.24 4.47  0.1069
30 O 6.47 -1.77 4.27  0.1083
31 O -1.31 -3.34 6.42  0.1035
32 O 1.99 7.15 12.54  0.1033
33 O -0.13 3.00 -8.59  0.0948
34 O -0.43 6.06 -12.91  0.1090
35 N 0.60 -2.37 -3.92  -0.3722
36 C -1.58 -3.11 4.09  0.0284
37 C -1.47 0.46 -7.79  -0.1289
38 C 2.53 0.96 6.71  0.0291
39 C 3.86 7.71 8.95  -0.3815
40 C 1.88 3.30 7.06  -0.3675
41 C -0.32 5.95 -10.56  0.0211
42 C -0.37 5.36 -11.92  -0.3869
43 C -2.83 -6.07 -0.47  -0.1986
44 C -0.33 3.88 -12.02  0.0227
45 C 2.55 7.31 11.47  -0.3870
46 C 2.02 2.49 4.75  0.0336
47 C 0.39 1.55 0.21  -0.3125
48 C -1.78 -1.01 -8.02  -0.8211
49 C -0.78 -5.85 3.98  0.0253
50 C 3.86 8.77 9.99  0.0175
51 C -2.56 -5.33 -2.88  -0.3502
52 C -1.25 -3.86 5.33  -0.3867
53 C -1.60 -1.82 -6.71  -0.3580
54 C 3.25 8.58 11.16  0.0178
55 C -2.27 1.54 0.47  -0.2734
56 C -0.85 -5.28 5.18  0.0187
57 C 2.97 1.79 -0.05  -0.4501
58 C 2.41 1.15 5.24  -0.3662
59 C 3.81 -4.11 4.14  0.0238
60 C -0.25 3.11 -10.94  0.0242
61 C 2.28 1.96 7.55  0.0283
62 C -0.95 2.33 0.16  -0.2829
63 C -1.83 -5.54 -1.53  -0.7781
64 C -4.03 -0.26 -0.36  -0.3205
65 C 5.42 -2.27 3.92  -0.3828
66 C 1.63 2.48 0.37  -0.3063
67 C -4.45 -1.15 -1.57  -0.3850
68 C 3.15 6.44 9.26  0.0180
69 C -1.11 -5.10 2.74  -0.3750
70 C -0.20 3.70 -9.58  -0.3739
71 C 4.96 -3.56 4.51  0.0230
72 C 3.41 -2.19 2.53  0.0122
73 C 1.77 3.49 5.59  0.0370
74 C 2.94 -3.47 3.12  -0.3725
75 C -2.62 0.39 -0.52  -0.2688
76 C -3.66 -2.43 -1.85  -0.1080
77 C -0.24 5.18 -9.47  0.0224
78 C -2.57 -2.24 -2.93  -0.2371
79 C -1.51 -3.68 2.89  0.0268
80 C 4.55 -1.64 2.90  0.0109
81 C 2.55 6.26 10.43  0.0253
82 H -2.28 -6.70 0.21  0.0069
83 H -1.75 -3.14 1.98  0.1146
84 H -0.49 -6.88 3.84  0.1244
85 H -3.15 -2.77 -0.95  0.1128
86 H 2.03 5.34 10.67  0.1210
87 H -3.37 -5.28 0.04  0.0762
88 H -0.61 -5.81 6.09  0.1215
89 H 3.24 9.34 11.94  0.1203
90 H -2.29 -6.16 -3.54  0.0307
91 H -1.34 1.01 -8.72  0.0396
92 H 0.70 -4.80 -3.44  -0.0737
93 H 2.35 1.85 8.63  0.1239
94 H -0.36 3.47 -13.02  0.1227
95 H 4.91 -0.70 2.49  0.1212
96 H 2.82 -0.02 7.05  0.1236
97 H -0.22 2.03 -10.99  0.1210
98 H 1.47 4.47 5.25  0.1265
99 H -0.20 5.59 -8.47  0.1219
100 H 3.45 -5.04 4.55  0.1204
101 H -3.51 -6.74 -1.00  0.0764
102 H -2.34 0.89 -7.28  0.0818
103 H -3.59 -3.39 -7.69  -0.0034
104 H -1.63 -2.00 -2.41  0.0592
105 H 3.16 5.68 8.49  0.0909
106 H 1.31 -2.39 -3.20  -0.0576
107 H -1.34 -4.64 -1.16  0.0643
108 H -0.58 0.54 -7.18  0.0865
109 H 2.76 -1.74 1.79  0.1121
110 H -3.64 -5.40 -2.74  0.0764
111 H -1.28 -1.18 -5.89  0.0709
112 H -2.76 -1.39 -3.58  0.0529
113 H -2.82 -1.08 -8.35  0.0447
114 H 5.61 -4.01 5.25  0.1218
115 H 1.95 2.60 3.67  0.0971
116 H -1.87 -2.08 4.23  0.1204
117 H -4.39 -3.18 -2.11  0.1235
118 H 0.33 -4.14 -5.63  -0.0330
119 H -0.84 -2.57 -6.91  0.0391
120 H 4.38 9.68 9.75  0.1202
121 H -0.35 7.03 -10.50  0.1220

# 3
A single C24H24N2O4S molecule, computed with ωB97M-V/def2-TZVPD.

Summary:
Electronic energy in Ha: -1737.684979
Multiplicity: 1
HOMO energy in eV: -8.34
LUMO level in eV: 0.0
HOMO-LUMO gap in eV: 8.351
SMILES: CCOc1ccc(NC(=O)c2ccc3c(SCC(=O)O)c4c(nc3c2)CCCC4)cc1
Energy relative to the best compared isomer or geometry (same formula, charge and spin) in eV: 0.000

Last column: natural (NBO) charge in e.
Element x y z (Å)
1 S 1.81 -1.60 1.94  0.2298
2 O -1.47 5.24 0.63  -0.5870
3 O -1.07 -2.68 0.36  -0.7011
4 O 0.13 -1.36 -0.98  -0.6013
5 O -3.58 -1.85 -0.65  -0.5320
6 N 2.65 2.11 -0.58  -0.4255
7 N -2.91 3.59 0.11  -0.6236
8 C 3.54 1.16 -0.49  0.2455
9 C 5.49 -0.94 -0.67  -0.3922
10 C 4.46 -1.02 0.45  -0.4271
11 C -3.58 -0.48 -0.52  0.2856
12 C -1.67 4.06 0.46  0.6666
13 C 1.27 -2.74 0.61  -0.6175
14 C 0.06 -2.17 -0.10  0.7843
15 C 3.36 -0.01 0.30  -0.0545
16 C 5.95 0.50 -0.83  -0.3947
17 C 4.78 1.35 -1.32  -0.4394
18 C -2.40 1.54 -1.06  -0.1510
19 C -0.02 0.88 1.63  -0.1867
20 C -4.47 0.25 0.26  -0.2940
21 C 0.56 3.06 -0.02  -0.1770
22 C -4.58 -2.60 0.00  -0.0637
23 C -0.91 1.91 1.51  -0.1942
24 C -4.28 1.61 0.42  -0.2088
25 C -2.58 0.19 -1.23  -0.2533
26 C -4.30 -4.07 -0.28  -0.6238
27 C 2.16 -0.13 0.97  -0.0923
28 C -0.64 2.99 0.64  -0.1343
29 C -3.21 2.26 -0.19  0.1079
30 C 1.50 2.02 0.10  0.2281
31 C 1.19 0.90 0.92  -0.1082
32 H 6.34 -1.59 -0.43  0.2114
33 H -3.34 -4.36 0.13  0.2181
34 H -4.30 -4.25 -1.35  0.2177
35 H 5.05 -1.29 -1.60  0.1973
36 H -0.23 0.05 2.29  0.2302
37 H -4.55 -2.41 1.08  0.1768
38 H -3.67 4.27 0.15  0.4119
39 H -1.83 1.90 2.07  0.2213
40 H -5.29 -0.23 0.76  0.2227
41 H -5.08 -4.68 0.18  0.2187
42 H 6.77 0.57 -1.55  0.2124
43 H 2.09 -2.86 -0.10  0.2354
44 H -1.87 -2.33 -0.10  0.5168
45 H -1.61 2.04 -1.60  0.2241
46 H 1.02 -3.67 1.11  0.2489
47 H 6.31 0.88 0.13  0.1971
48 H -1.92 -0.38 -1.87  0.2488
49 H 4.53 1.07 -2.35  0.2189
50 H 5.03 2.41 -1.32  0.2342
51 H 0.80 3.90 -0.66  0.2361
52 H 4.95 -0.82 1.41  0.2202
53 H -4.95 2.17 1.06  0.2162
54 H 4.05 -2.03 0.51  0.2209
55 H -5.57 -2.32 -0.38  0.1792

- What is the formula in the third record?
  C24H24N2O4S